{"formula": "Cl2H2OP2", "method": "ωB97M-V/def2-TZVPD", "molar_mass_g_mol": 150.9, "spin_multiplicity": 1, "lumo_energy_ev": -1.192, "homo_ev": -10.46, "largest_force_ev_per_a": 3.3, "orbital_gap_ev": 9.3, "smiles": "O=P(P)(Cl)Cl", "symbols": ["O", "P", "P", "Cl", "Cl", "H", "H"], "coordinates": [[2.82, -0.18, -1.95], [0.73, 0.64, 0.32], [1.40, 0.02, -1.70], [0.26, -0.94, -3.00], [0.74, 2.41, -2.42], [0.58, -0.75, 0.94], [-0.53, 0.87, -0.14]]}

=====

{"formula": "C4H6N2O", "method": "ωB97M-V/def2-TZVPD", "molar_mass_g_mol": 98.1, "spin_multiplicity": 1, "lumo_energy_ev": 0.805, "homo_ev": -9.38, "largest_force_ev_per_a": 0.6, "orbital_gap_ev": 10.2, "smiles": "c1cn[nH]c1.C=O", "symbols": ["C", "O", "C", "N", "N", "C", "C", "H", "H", "H", "H", "H", "H"], "coordinates": [[-2.36, -1.25, 0.09], [-1.59, -2.06, 0.54], [0.70, 1.73, 0.04], [1.57, 1.52, -0.94], [1.83, 0.21, -0.87], [1.15, -0.43, 0.11], [0.40, 0.54, 0.74], [-3.42, -1.50, -0.11], [-2.05, -0.21, -0.14], [0.32, 2.73, 0.21], [2.48, -0.19, -1.53], [1.24, -1.49, 0.28], [-0.26, 0.40, 1.58]]}

=====

{"formula": "C25H28CeF5O3", "method": "ωB97M-V/def2-TZVPD", "molar_mass_g_mol": 611.6, "spin_multiplicity": 1, "total_charge": 1, "lumo_energy_ev": [-5.032, -5.031], "homo_ev": [-11.71, -11.71], "largest_force_ev_per_a": 2.2, "orbital_gap_ev": [6.7, 6.7], "symbols": ["O", "C", "C", "H", "H", "C", "H", "H", "C", "H", "H", "H", "C", "H", "H", "H", "Ce", "C", "C", "C", "H", "C", "C", "H", "H", "H", "H", "C", "C", "C", "H", "C", "C", "H", "H", "H", "H", "O", "C", "C", "H", "H", "C", "H", "H", "C", "H", "H", "H", "H", "F", "C", "C", "F", "C", "F", "C", "O", "C", "F", "C", "F"], "coordinates": [[-0.04, 5.76, -1.69], [-1.31, 6.45, -2.01], [-0.68, 7.73, -2.51], [-1.95, 6.64, -1.14], [-1.85, 5.87, -2.77], [0.64, 7.01, -2.05], [-0.94, 8.64, -1.94], [-0.75, 7.90, -3.59], [1.22, 7.59, -0.77], [0.41, 7.67, -0.04], [1.68, 8.56, -0.94], [1.97, 6.91, -0.37], [1.66, 6.84, -3.17], [1.19, 6.42, -4.07], [2.47, 6.17, -2.87], [2.09, 7.82, -3.42], [0.31, 0.45, -0.24], [1.41, -1.56, -1.82], [-0.01, -1.70, -1.92], [-0.53, -0.53, -2.57], [-0.59, -2.57, -1.61], [0.56, 0.36, -2.83], [1.76, -0.29, -2.37], [2.77, 0.12, -2.47], [2.10, -2.32, -1.45], [-1.58, -0.36, -2.83], [0.50, 1.35, -3.29], [2.12, 0.15, 1.72], [2.84, 0.57, 0.54], [2.38, 1.88, 0.19], [3.61, 0.00, 0.03], [1.39, 2.28, 1.15], [1.23, 1.20, 2.09], [0.55, 1.19, 2.94], [2.28, -0.78, 2.27], [2.74, 2.49, -0.64], [0.80, 3.20, 1.13], [-2.48, 4.61, -0.59], [-1.58, 3.62, -1.16], [-2.17, 3.19, -2.49], [-1.50, 2.76, -0.45], [-0.59, 4.07, -1.28], [-3.69, 3.33, -2.26], [-1.85, 2.20, -2.79], [-1.84, 3.88, -3.27], [-3.82, 4.14, -0.93], [-4.09, 2.32, -2.10], [-4.24, 3.80, -3.08], [-4.17, 3.48, -0.11], [-4.49, 5.02, -1.08], [-2.94, -5.08, 3.73], [-2.45, -4.03, 3.05], [-3.15, -2.83, 3.03], [-4.33, -2.74, 3.67], [-2.62, -1.74, 2.34], [-3.30, -0.57, 2.29], [-1.36, -1.82, 1.71], [-0.84, -0.78, 1.06], [-0.68, -3.05, 1.76], [0.54, -3.14, 1.16], [-1.20, -4.14, 2.43], [-0.52, -5.30, 2.52]]}

=====

{"formula": "C3H5NO2", "method": "ωB97M-V/def2-TZVPD", "molar_mass_g_mol": 87.1, "spin_multiplicity": 1, "lumo_energy_ev": 0.832, "homo_ev": -9.46, "largest_force_ev_per_a": 3.2, "orbital_gap_ev": 10.3, "symbols": ["C", "C", "C", "N", "O", "O", "H", "H", "H", "H", "H"], "coordinates": [[1.17, -0.05, -0.40], [0.03, 0.04, 0.54], [-1.21, -0.76, 0.15], [1.12, 1.20, -0.63], [1.67, 2.09, -1.21], [-0.07, 1.43, 0.21], [1.82, -0.81, -0.55], [0.22, -0.16, 1.58], [-1.55, -0.49, -0.78], [-2.02, -0.58, 0.79], [-1.17, -1.91, 0.30]]}

=====

{"formula": "C25H24MnN6O2", "method": "ωB97M-V/def2-TZVPD", "molar_mass_g_mol": 495.4, "spin_multiplicity": 2, "s2": 0.817, "lumo_energy_ev": [0.345, 0.346], "homo_ev": [-4.96, -6.60], "largest_force_ev_per_a": 1.5, "orbital_gap_ev": [5.3, 6.9], "symbols": ["Mn", "C", "N", "C", "C", "N", "C", "C", "C", "C", "C", "C", "N", "C", "N", "C", "C", "C", "C", "C", "C", "N", "H", "H", "H", "H", "H", "H", "H", "H", "H", "H", "H", "H", "H", "H", "H", "N", "C", "C", "O", "O", "H", "H", "H", "H", "C", "C", "C", "C", "C", "C", "C", "H", "H", "H", "H", "H"], "coordinates": [[-0.19, 0.51, 0.26], [-2.91, 0.17, 1.56], [-2.39, 0.06, 0.19], [-2.98, 1.00, -0.77], [-1.99, 1.20, -1.87], [-0.71, 1.18, -1.64], [-0.09, 1.35, -2.87], [1.26, 1.38, -3.20], [1.59, 1.55, -4.53], [0.60, 1.68, -5.51], [-0.75, 1.65, -5.20], [-1.07, 1.48, -3.86], [-2.28, 1.37, -3.19], [-1.83, -0.20, 2.52], [-0.61, -0.41, 2.14], [0.11, -0.71, 3.28], [1.45, -1.06, 3.43], [1.91, -1.28, 4.72], [1.05, -1.18, 5.82], [-0.29, -0.87, 5.68], [-0.74, -0.64, 4.39], [-1.99, -0.33, 3.87], [-3.79, -0.46, 1.73], [-3.19, 1.21, 1.73], [-2.42, -0.90, -0.15], [-3.09, 1.94, -0.24], [-3.95, 0.68, -1.16], [2.01, 1.24, -2.43], [2.63, 1.56, -4.83], [0.90, 1.81, -6.55], [-1.51, 1.75, -5.96], [-3.20, 1.40, -3.59], [2.09, -1.15, 2.56], [2.94, -1.55, 4.88], [1.45, -1.37, 6.81], [-0.95, -0.81, 6.54], [-2.82, -0.10, 4.39], [1.34, 1.60, 1.15], [0.81, 2.38, 2.29], [-0.68, 2.66, 2.08], [-1.32, 3.19, 2.98], [-1.13, 2.26, 0.95], [2.15, 1.07, 1.43], [1.63, 2.23, 0.41], [1.34, 3.32, 2.45], [0.92, 1.79, 3.20], [0.69, -0.83, -0.48], [1.21, -1.81, -1.31], [0.43, -2.95, -1.68], [0.95, -3.91, -2.53], [2.24, -3.80, -3.04], [3.02, -2.71, -2.67], [2.53, -1.73, -1.83], [-0.57, -3.05, -1.29], [0.33, -4.76, -2.80], [2.64, -4.56, -3.70], [4.03, -2.62, -3.06], [3.16, -0.90, -1.55]]}

=====

{"formula": "C22H31NO4", "method": "ωB97M-V/def2-TZVPD", "molar_mass_g_mol": 373.5, "spin_multiplicity": 1, "lumo_energy_ev": 0.834, "homo_ev": -8.41, "largest_force_ev_per_a": 0.7, "orbital_gap_ev": 9.2, "smiles": "COCCN(CCOC)C[C@@H](O)COC(c1ccccc1)c1ccccc1", "symbols": ["C", "H", "O", "C", "C", "N", "C", "H", "C", "O", "C", "H", "H", "H", "H", "H", "H", "C", "H", "H", "C", "O", "H", "C", "O", "C", "C", "C", "C", "C", "C", "C", "H", "H", "H", "H", "H", "C", "C", "C", "C", "C", "C", "H", "H", "H", "H", "H", "H", "H", "H", "H", "H", "H", "H", "H", "H", "H"], "coordinates": [[2.83, -1.86, 5.46], [3.81, -2.34, 5.39], [2.25, -1.97, 4.19], [0.92, -1.49, 4.10], [0.78, 0.04, 4.03], [1.06, 0.56, 2.71], [2.47, 0.60, 2.38], [2.70, 1.53, 1.85], [2.91, -0.57, 1.49], [2.35, -0.43, 0.20], [2.66, -1.50, -0.65], [3.74, -1.58, -0.80], [2.28, -2.45, -0.25], [2.18, -1.29, -1.61], [2.60, -1.52, 1.94], [4.01, -0.57, 1.41], [3.09, 0.56, 3.29], [0.33, 1.76, 2.35], [-0.56, 1.84, 2.98], [0.93, 2.67, 2.51], [-0.15, 1.75, 0.88], [0.89, 2.02, -0.02], [1.47, 1.24, -0.04], [-0.89, 0.44, 0.57], [-1.95, 0.59, -0.35], [-1.55, 0.97, -1.66], [-0.79, -0.13, -2.38], [0.31, 0.16, -3.17], [0.96, -0.84, -3.87], [0.52, -2.15, -3.77], [-0.57, -2.45, -2.97], [-1.23, -1.45, -2.28], [-2.08, -1.67, -1.66], [-0.92, -3.47, -2.89], [1.02, -2.93, -4.31], [1.81, -0.60, -4.48], [0.67, 1.18, -3.23], [-2.78, 1.28, -2.48], [-4.02, 0.77, -2.12], [-5.13, 1.03, -2.91], [-5.01, 1.79, -4.06], [-3.77, 2.29, -4.42], [-2.66, 2.04, -3.64], [-1.70, 2.43, -3.92], [-3.67, 2.88, -5.32], [-5.88, 1.99, -4.67], [-6.10, 0.64, -2.62], [-4.11, 0.19, -1.22], [-0.91, 1.86, -1.61], [-0.15, -0.30, 0.20], [-1.35, 0.05, 1.47], [-0.85, 2.59, 0.76], [1.41, 0.50, 4.80], [-0.26, 0.26, 4.27], [0.35, -1.86, 4.96], [0.51, -1.92, 3.19], [2.97, -0.81, 5.77], [2.23, -2.37, 6.22]]}

=====

{"formula": "C7H10N2", "method": "ωB97M-V/def2-TZVPD", "molar_mass_g_mol": 122.2, "spin_multiplicity": 1, "lumo_energy_ev": 0.923, "homo_ev": -9.07, "largest_force_ev_per_a": 14.2, "orbital_gap_ev": 10.0, "smiles": "NC(N)c1ccccc1", "symbols": ["C", "C", "C", "C", "C", "C", "C", "H", "H", "H", "H", "H", "H", "H", "H", "H", "H", "N", "N"], "coordinates": [[1.54, 0.02, 0.36], [-0.02, 0.04, 0.13], [-0.68, -1.21, 0.12], [-2.05, -1.28, -0.07], [-2.81, -0.03, -0.15], [-2.17, 1.20, -0.06], [-0.73, 1.11, 0.02], [3.11, 1.05, -0.21], [2.10, 1.94, 0.11], [1.66, 0.01, 1.63], [3.03, -1.30, 0.23], [2.11, -1.30, -1.28], [-0.32, -2.08, 0.05], [-2.52, -2.20, -0.09], [-3.68, -0.13, -0.11], [-2.77, 2.10, 0.00], [-0.08, 2.24, -0.18], [2.18, 1.09, -0.30], [2.12, -1.26, -0.20]]}

=====

{"formula": "C2H3OS3", "method": "ωB97M-V/def2-TZVPD", "molar_mass_g_mol": 139.2, "spin_multiplicity": 1, "total_charge": -1, "lumo_energy_ev": 3.384, "homo_ev": -3.91, "largest_force_ev_per_a": 2.5, "orbital_gap_ev": 7.3, "symbols": ["C", "C", "O", "S", "S", "S", "H", "H", "H"], "coordinates": [[0.59, 0.80, -0.70], [-0.18, -0.44, -0.44], [1.34, 0.99, -1.62], [0.46, 1.96, 0.54], [-1.74, -0.26, 0.31], [0.94, -1.44, 0.80], [-0.40, -1.06, -1.23], [-0.87, 1.07, 0.70], [-0.15, -1.62, 1.65]]}

=====

{"formula": "C27H26ClHgN4", "method": "ωB97M-V/def2-TZVPD", "molar_mass_g_mol": 642.6, "spin_multiplicity": 2, "s2": 0.762, "lumo_energy_ev": [0.674, -0.243], "homo_ev": [-6.44, -7.88], "largest_force_ev_per_a": 0.9, "orbital_gap_ev": [7.1, 7.6], "symbols": ["Hg", "C", "C", "C", "C", "C", "C", "C", "N", "C", "N", "C", "C", "C", "C", "C", "C", "C", "N", "C", "C", "C", "C", "C", "C", "C", "H", "H", "H", "H", "H", "H", "H", "H", "H", "H", "H", "H", "H", "H", "H", "H", "H", "H", "H", "H", "H", "H", "Cl", "C", "C", "C", "C", "N", "C", "H", "H", "H", "H"], "coordinates": [[-0.17, -0.09, -3.20], [1.86, -2.56, 1.38], [2.17, -1.59, 2.47], [3.14, -1.88, 3.43], [3.42, -1.02, 4.47], [2.72, 0.17, 4.59], [1.75, 0.49, 3.65], [1.48, -0.37, 2.60], [0.46, -0.02, 1.67], [0.62, 0.13, 0.30], [1.94, 0.21, -0.06], [2.61, 0.19, -1.30], [2.03, 0.02, -2.55], [2.82, -0.02, -3.69], [4.20, 0.11, -3.60], [4.78, 0.28, -2.36], [4.02, 0.31, -1.21], [4.69, 0.47, 0.13], [-0.37, 0.19, -0.51], [-1.66, 0.01, 0.06], [-2.15, -1.28, 0.27], [-3.40, -1.48, 0.82], [-4.19, -0.39, 1.16], [-3.71, 0.89, 0.92], [-2.45, 1.11, 0.37], [-1.94, 2.51, 0.13], [2.13, -3.57, 1.68], [2.42, -2.33, 0.46], [0.80, -2.54, 1.12], [3.67, -2.82, 3.35], [4.18, -1.28, 5.20], [2.93, 0.86, 5.41], [1.20, 1.42, 3.72], [-0.42, 0.29, 2.04], [2.56, 0.25, 0.73], [2.37, -0.16, -4.67], [4.81, 0.08, -4.50], [5.86, 0.38, -2.28], [5.76, 0.61, 0.00], [4.56, -0.41, 0.77], [4.32, 1.34, 0.69], [-1.53, -2.12, -0.01], [-3.77, -2.49, 0.99], [-5.16, -0.53, 1.60], [-4.33, 1.75, 1.16], [-2.76, 3.22, 0.05], [-1.34, 2.54, -0.78], [-1.29, 2.84, 0.94], [-5.97, -1.88, -1.52], [-5.16, -0.48, -2.14], [-5.65, 0.78, -1.89], [-4.96, 1.86, -2.41], [-3.82, 1.62, -3.16], [-3.34, 0.40, -3.39], [-4.00, -0.63, -2.89], [-6.56, 0.91, -1.31], [-5.30, 2.87, -2.24], [-3.26, 2.44, -3.59], [-3.60, -1.62, -3.08]]}

=====

{"formula": "N2O3S", "method": "ωB97M-V/def2-TZVPD", "molar_mass_g_mol": 108.1, "spin_multiplicity": 1, "lumo_energy_ev": [-0.995, -1.881], "homo_ev": [-10.07, -8.42], "largest_force_ev_per_a": 3.0, "orbital_gap_ev": [9.1, 6.5], "symbols": ["N", "N", "O", "O", "O", "S"], "coordinates": [[-0.87, 1.05, -0.04], [0.82, -1.14, -0.06], [0.28, 0.97, 0.33], [-1.69, 1.97, -0.01], [1.87, -1.10, 0.48], [-0.42, -1.74, -0.70]]}

=====

{"formula": "C2F6NO2S2Sr", "method": "ωB97M-V/def2-TZVPD", "molar_mass_g_mol": 335.8, "spin_multiplicity": 1, "total_charge": 1, "lumo_energy_ev": -4.625, "homo_ev": -13.37, "largest_force_ev_per_a": 2.2, "orbital_gap_ev": 8.7, "symbols": ["Sr", "N", "S", "O", "C", "F", "F", "F", "S", "O", "C", "F", "F", "F"], "coordinates": [[-0.26, -2.44, -0.21], [-0.05, 1.17, 0.60], [-0.88, 0.80, -0.75], [-0.52, -0.58, -1.35], [-2.51, 0.31, 0.08], [-2.84, 1.15, 1.03], [-2.36, -0.92, 0.61], [-3.45, 0.26, -0.84], [1.14, 0.27, 1.20], [0.81, -1.24, 1.20], [2.48, 0.30, -0.16], [2.51, -0.85, -0.84], [2.28, 1.29, -1.00], [3.65, 0.46, 0.44]]}

=====

{"formula": "C4H9O3Si2", "method": "ωB97M-V/def2-TZVPD", "molar_mass_g_mol": 161.3, "spin_multiplicity": 1, "total_charge": -1, "lumo_energy_ev": 3.326, "homo_ev": -4.16, "largest_force_ev_per_a": 3.2, "orbital_gap_ev": 7.5, "smiles": "O=[SiH]CCC[SiH2]C(=O)[O-]", "symbols": ["C", "C", "C", "C", "O", "O", "O", "Si", "Si", "H", "H", "H", "H", "H", "H", "H", "H", "H"], "coordinates": [[2.59, 1.12, -0.18], [-1.02, -0.55, -0.06], [-1.12, 0.67, -0.89], [0.29, -1.26, -0.01], [3.58, 1.48, 0.50], [2.35, 1.49, -1.33], [-1.89, 2.94, 0.72], [-0.73, 2.44, -0.09], [1.61, -0.16, 0.84], [-1.24, -0.39, 0.99], [-1.73, -1.29, -0.48], [-0.55, 0.36, -1.74], [-2.18, 0.78, -1.20], [0.34, -1.89, 0.93], [0.40, -2.08, -0.68], [0.71, 0.55, 1.82], [0.62, 2.99, -0.29], [2.43, -0.95, 1.75]]}

=====

Number 1: total energy -45702.6727 eV. Number 2: total energy -9271.4774 eV. Number 3: total energy -59028.6190 eV. Number 4: total energy -8772.3482 eV. Number 5: total energy -70669.6687 eV. Number 6: total energy -32995.6745 eV. Number 7: total energy -10397.4131 eV. Number 8: total energy -36676.6820 eV. Number 9: total energy -51078.0084 eV. Number 10: total energy -19950.7212 eV. Number 11: total energy -46464.0023 eV. Number 12: total energy -26192.2212 eV.